{
  "formula": "C6H14N3",
  "method": "the ωB97M-V functional and the def2-TZVPD basis",
  "elements": ["C", "N", "C", "N", "C", "C", "C", "C", "N", "H", "H", "H", "H", "H", "H", "H", "H", "H", "H", "H", "H", "H", "H"],
  "positions_angstrom": [[-1.313, -2.833, 0.686], [-1.498, -2.043, -0.556], [-0.801, -0.881, -0.572], [-1.108, 0.124, -1.396], [-0.479, 1.308, -1.216], [0.573, 0.945, -0.040], [0.233, 1.809, 1.172], [2.044, 1.018, -0.317], [0.198, -0.455, 0.179], [-0.210, -2.870, 1.036], [-1.823, -2.246, 1.608], [-1.689, -3.872, 0.532], [-2.432, -2.129, -1.007], [-1.962, 0.028, -2.005], [-1.052, 2.197, -0.858], [0.065, 1.585, -2.053], [0.999, 1.830, 1.929], [-0.694, 1.618, 1.737], [0.180, 2.851, 1.003], [2.680, 0.615, 0.478], [2.369, 2.049, -0.289], [2.577, 0.626, -1.133], [0.419, -0.864, 1.058]],
  "smiles": "C/[NH+]=C1/NCC(C)(C)N1",
  "e_homo_ev": -13.8957,
  "lumo_energy_ev": -2.80,
  "e_above_lowest_kj_mol": 35.6,
  "gap_ev": 11.10,
  "total_energy_ev": -10912.7653,
  "spin_multiplicity": 1,
  "charge": 1
}